{
  "formula": "C42H33BrF4N6O4PY",
  "method": "wB97M-V/def2-TZVPD",
  "elements": ["Y", "C", "C", "C", "C", "C", "C", "C", "N", "N", "C", "C", "C", "C", "C", "C", "N", "C", "C", "C", "C", "C", "C", "N", "H", "H", "H", "H", "H", "H", "H", "H", "H", "H", "H", "H", "H", "H", "H", "H", "H", "H", "H", "H", "O", "C", "O", "C", "C", "N", "N", "C", "C", "O", "O", "H", "H", "H", "F", "C", "C", "F", "C", "F", "C", "P", "C", "C", "C", "C", "C", "C", "C", "C", "C", "C", "C", "C", "C", "Br", "C", "F", "H", "H", "H", "H", "H", "H", "H", "H", "H", "H"],
  "coordinates": [[1.1313, -0.8540, 0.0678], [-1.7220, -0.7713, 1.1068], [-1.7327, 0.2584, -0.0411], [-1.7738, 1.7549, 0.3151], [-2.8953, 2.1772, 1.3069], [-2.4863, 1.9046, 2.7174], [-1.2189, 2.1778, 3.0235], [-0.2852, 2.5021, 1.9421], [-0.4605, 2.2222, 0.7039], [-0.9438, -1.9685, 0.6811], [-1.5886, -2.6497, -0.4623], [-0.7158, -2.7647, -1.6958], [-1.2319, -3.3738, -2.8310], [-0.4326, -3.5086, -3.9518], [0.8769, -3.0432, -3.9028], [1.3133, -2.4445, -2.7452], [0.5357, -2.2836, -1.6556], [-0.6867, -2.8816, 1.8184], [0.7221, -2.8090, 2.3667], [0.9524, -3.0734, 3.7061], [2.2477, -3.0261, 4.1941], [3.2860, -2.7587, 3.3118], [2.9815, -2.5439, 1.9859], [1.7231, -2.5483, 1.5078], [-2.7411, -1.0562, 1.3824], [-1.2263, -0.3542, 1.9832], [-2.5406, 0.0595, -0.7488], [-0.7807, 0.1221, -0.5799], [-2.9500, 3.2728, 1.2405], [-3.2203, 1.5896, 3.4503], [-0.8245, 2.1062, 4.0291], [0.6749, 2.9307, 2.2154], [-2.5061, -2.1279, -0.7391], [-1.8876, -3.6623, -0.1862], [-2.2510, -3.7383, -2.8272], [-0.8196, -3.9733, -4.8487], [1.5413, -3.1394, -4.7496], [2.3285, -2.0636, -2.6716], [-0.8309, -3.9144, 1.4955], [-1.3959, -2.6972, 2.6271], [0.1213, -3.3014, 4.3600], [2.4423, -3.1911, 5.2452], [4.3116, -2.7119, 3.6487], [3.7718, -2.3574, 1.2665], [4.8206, 2.7384, 3.0698], [5.1301, 2.7916, 1.7939], [5.9599, 3.5235, 1.3362], [4.4083, 1.8547, 0.8573], [4.7834, 1.7322, -0.4685], [3.9642, 0.8511, -1.0450], [3.0491, 0.3772, -0.1813], [3.3171, 0.9853, 0.9958], [2.4280, 0.6888, 2.1871], [2.7781, 1.0261, 3.3010], [1.3190, 0.0963, 1.9003], [4.1147, 2.0912, 3.2850], [5.5795, 2.2330, -0.9973], [3.9920, 0.5351, -1.9996], [-2.8262, 2.2672, -7.0300], [-2.6597, 2.3767, -5.7290], [-3.3836, 3.3030, -4.9950], [-4.2340, 4.1063, -5.5956], [-3.1914, 3.3719, -3.6275], [-3.8454, 4.3192, -2.9550], [-2.3172, 2.5288, -2.9282], [-2.5652, 2.7339, -1.1110], [-4.1370, 2.1207, -0.7476], [-5.3582, 2.2350, -1.4703], [-6.5446, 2.2037, -0.8154], [-6.5716, 2.2700, 0.6291], [-5.4676, 2.0963, 1.3674], [-4.1902, 1.6555, 0.7074], [-1.8593, 4.4003, -0.8828], [-0.5482, 4.5785, -1.3276], [0.0628, 5.8114, -1.1781], [-0.6349, 6.8605, -0.5908], [-1.9346, 6.6768, -0.1446], [-2.5557, 5.4435, -0.2915], [-1.5420, 1.6803, -3.7100], [-0.0663, 0.6846, -3.0457], [-1.7231, 1.5915, -5.0815], [-0.9738, 0.7555, -5.7967], [-5.3602, 2.3602, -2.5463], [-7.4730, 2.2580, -1.3660], [-7.5162, 2.5028, 1.1047], [-5.4822, 2.1772, 2.4496], [-4.1715, 0.5454, 0.7621], [-0.0142, 3.7504, -1.7803], [1.0793, 5.9619, -1.5191], [-0.1613, 7.8276, -0.4858], [-2.4709, 7.4947, 0.3180], [-3.5792, 5.2934, 0.0347]],
  "forces_ev_per_a": [[-0.734, 0.089, -0.724], [-0.064, 0.314, -0.028], [0.104, 0.008, 0.545], [-0.016, 0.285, -0.239], [-0.010, -0.253, -0.062], [0.013, -0.013, -0.023], [-0.090, -0.133, 0.189], [0.023, -0.107, -0.258], [0.231, -0.035, 0.036], [-0.144, -0.242, -0.032], [0.036, -0.012, -0.173], [-0.101, 0.005, 0.047], [0.063, -0.016, -0.054], [-0.044, 0.039, 0.114], [0.105, 0.011, -0.043], [-0.012, 0.037, -0.042], [-0.327, -0.765, -0.716], [0.168, -0.121, 0.069], [-0.102, -0.093, 0.059], [0.065, 0.009, 0.016], [-0.072, 0.007, -0.072], [0.036, -0.034, -0.005], [0.094, -0.098, -0.008], [0.109, -0.538, 0.497], [0.045, 0.010, 0.096], [0.004, -0.023, 0.075], [0.120, -0.140, -0.104], [-0.551, 0.348, -0.427], [-0.022, -0.004, 0.108], [0.033, 0.047, 0.042], [-0.010, 0.054, -0.014], [0.100, -0.084, 0.026], [-0.010, -0.009, 0.016], [-0.058, 0.033, 0.067], [0.004, -0.004, -0.004], [0.011, -0.006, -0.002], [0.000, -0.004, 0.012], [0.006, -0.024, -0.030], [-0.077, 0.024, -0.034], [-0.039, -0.002, -0.032], [0.002, 0.048, 0.006], [0.020, -0.014, -0.007], [0.006, -0.031, -0.029], [-0.011, 0.064, -0.003], [0.111, 0.202, 0.252], [0.000, -0.133, -0.153], [0.006, 0.017, -0.028], [-0.182, -0.163, 0.166], [0.043, 0.053, -0.015], [0.128, 0.109, 0.139], [0.556, 0.312, -0.047], [0.157, 0.215, -0.025], [0.288, 0.498, 0.381], [-0.016, -0.026, -0.155], [0.225, 0.438, 0.896], [-0.058, -0.077, -0.101], [-0.014, -0.018, -0.006], [-0.027, -0.005, -0.074], [-0.017, 0.025, -0.083], [-0.010, 0.046, 0.094], [0.101, -0.121, -0.051], [-0.075, 0.065, -0.040], [0.277, -0.073, 0.282], [-0.197, -0.065, -0.168], [-0.112, 0.267, -0.178], [-0.831, -0.380, 0.286], [1.249, 0.290, 0.032], [-0.672, 0.029, -0.004], [0.222, 0.046, -0.454], [0.107, -0.043, 0.271], [0.039, 0.088, 0.049], [-0.283, -0.077, -0.079], [0.146, -0.335, -0.177], [-0.134, 0.161, 0.087], [0.062, -0.021, -0.041], [0.011, 0.004, 0.022], [-0.079, 0.035, 0.056], [0.003, -0.092, 0.015], [-0.165, 0.107, 0.121], [0.047, 0.000, -0.044], [0.218, -0.153, 0.159], [-0.043, 0.026, -0.117], [0.040, -0.046, -0.056], [0.004, -0.024, 0.001], [0.040, 0.026, 0.067], [-0.102, 0.073, -0.021], [0.014, 0.034, -0.052], [0.064, 0.026, -0.032], [-0.022, 0.004, -0.009], [-0.002, -0.005, 0.018], [0.001, 0.012, -0.035], [-0.020, 0.023, -0.002]],
  "lowdin_charge": [1.57, -0.15, -0.17, -0.43, -0.26, 0.00, -0.03, -0.11, 0.09, -0.23, -0.09, -0.24, 0.02, 0.01, -0.02, -0.15, -0.06, -0.08, -0.25, 0.03, 0.01, -0.01, -0.11, -0.03, 0.14, 0.12, 0.12, -0.02, 0.14, 0.13, 0.12, 0.12, 0.14, 0.14, 0.14, 0.13, 0.13, 0.11, 0.14, 0.14, 0.13, 0.13, 0.13, 0.12, 0.16, -0.49, 0.15, -0.01, 0.05, 0.05, -0.05, -0.11, -0.55, 0.12, -0.17, 0.07, 0.16, 0.17, 0.18, -0.12, -0.12, 0.18, -0.22, 0.12, -0.21, 1.14, -0.30, -0.12, -0.09, -0.09, -0.05, -0.29, -0.32, -0.10, -0.06, -0.06, -0.05, -0.07, -0.52, 0.91, -0.26, 0.08, 0.10, 0.10, 0.11, 0.10, 0.14, 0.09, 0.11, 0.11, 0.12, 0.12],
  "e_homo_ev": -10.7,
  "max_force_ev_per_a": 1.28,
  "charge": 2
}